# 1
This record from OMol25 describes 2 unconnected molecules or ions with the total composition C3H6FNO. The level of theory is the ωB97M-V functional and the def2-TZVPD basis.

Values from the calculation:
Lowest unoccupied orbital energy (hartree): 0.018
2S+1: 1
HOMO-LUMO gap (eV): 10.516
Energy relative to the best compared isomer or geometry (same formula, charge and spin) (eV): 4.785
HOMO energy (eV): -10.0

The geometry in XYZ format:
```
12
C3H6FNO | OMol25 | the ωB97M-V functional and the def2-TZVPD basis
C -0.69748 -0.39866 -1.40561
C 0.43429 -0.37318 -0.53876
C 0.28479 0.56989 2.01348
H -0.51011 -1.05630 -2.25337
H -0.73582 0.64892 -2.00116
H 1.56213 -0.81544 -0.99149
H 0.28448 -1.29939 0.08031
H 0.30085 1.72360 0.01226
H 0.03958 -0.48193 2.70683
N 0.71015 0.54577 0.62164
O 0.31803 1.63951 2.68668
F -1.99089 -0.70280 -0.93082
```

***

# 2
This record from OMol25 describes a molecular structure, C3H6FNO2. The level of theory is the ωB97M-V functional and the def2-TZVPD basis.

Values from the calculation:
Lowest unoccupied orbital energy (hartree): 0.015
2S+1: 1
HOMO-LUMO gap (eV): 9.727
Energy relative to the best compared isomer or geometry (same formula, charge and spin) (eV): 5.340
HOMO energy (eV): -9.3

The geometry in XYZ format:
```
13
C3H6FNO2 | OMol25 | the ωB97M-V functional and the def2-TZVPD basis
C 0.98343 -0.28006 -0.03697
C -0.47750 -0.01655 0.04632
C -1.29319 -1.08018 -0.65993
H 1.88172 1.59071 0.59821
H 1.46422 -1.24816 0.87334
H 1.42430 -1.02409 -0.86810
H -1.41299 -2.08538 0.01527
H -2.24093 -0.71981 -1.00126
H -0.55350 2.75638 1.01183
N -1.07956 0.98506 0.64755
O 2.04357 0.72049 -0.02593
O -0.16376 1.77918 1.21694
F -0.57580 -1.37758 -1.81727
```

***

# 3
This record from OMol25 describes a single C3H6FNO2 molecule. The level of theory is the ωB97M-V functional and the def2-TZVPD basis.

Values from the calculation:
Lowest unoccupied orbital energy (hartree): 0.016
2S+1: 1
HOMO-LUMO gap (eV): 11.235
SMILES: CC(C)(F)[N+](=O)[O-]
Energy relative to the best compared isomer or geometry (same formula, charge and spin) (eV): 3.660
HOMO energy (eV): -10.8

The geometry in XYZ format:
```
13
C3H6FNO2 | OMol25 | the ωB97M-V functional and the def2-TZVPD basis
C 0.39498 -0.78706 0.91431
C 0.05804 -0.71346 -0.51865
C -0.39610 0.64457 -1.13234
F 0.98577 -1.29237 -1.35214
N -1.23070 -1.64108 -0.84190
O -1.92982 -1.76868 0.13929
O -1.31423 -2.05173 -1.98489
H 0.01205 0.03313 1.42770
H 1.47251 -0.65293 1.08185
H -0.04254 -1.70663 1.42127
H -0.57790 0.46798 -2.12845
H 0.25952 1.39172 -0.86915
H -1.31536 0.90150 -0.71190
```

***

# 4
This record from OMol25 describes a single C3H6FNO3 molecule. The level of theory is the ωB97M-V functional and the def2-TZVPD basis.

Values from the calculation:
Lowest unoccupied orbital energy (hartree): 0.029
2S+1: 1
HOMO-LUMO gap (eV): 10.328
SMILES: CONC(=O)[C@H](O)F
Energy relative to the best compared isomer or geometry (same formula, charge and spin) (eV): 2.332
HOMO energy (eV): -9.5

The geometry in XYZ format:
```
14
C3H6FNO3 | OMol25 | the ωB97M-V functional and the def2-TZVPD basis
C -2.55635 -0.03888 -0.41206
O -1.75971 0.36385 0.65437
N -0.48557 -0.19088 0.54317
C 0.48434 0.59163 0.01759
O 0.50962 1.66277 -0.53069
C 2.06931 -0.18402 0.39867
O 3.09964 0.34143 -0.22021
F 1.90601 -1.54466 0.09107
H -2.10566 0.28723 -1.32791
H -3.48783 0.58336 -0.33075
H -2.91504 -1.05956 -0.33749
H -0.36919 -0.90838 1.13668
H 2.34872 -0.12259 1.44357
H 3.26172 0.21872 -1.12601
```

***

# 5
This record from OMol25 describes a single C3H6FNS molecule. The level of theory is the ωB97M-V functional and the def2-TZVPD basis.

Values from the calculation:
Lowest unoccupied orbital energy (hartree): 0.022
2S+1: 1
HOMO-LUMO gap (eV): 9.064
SMILES: NC(=S)CCF
Energy relative to the best compared isomer or geometry (same formula, charge and spin) (eV): 0.843
HOMO energy (eV): -8.5

The geometry in XYZ format:
```
12
C3H6FNS | OMol25 | the ωB97M-V functional and the def2-TZVPD basis
N -1.28980 0.84765 -0.87116
C -0.03878 1.00544 -0.46610
S 0.82863 2.11628 -1.30091
C 0.39098 0.12069 0.73417
C 0.69860 -1.39291 0.38638
F 0.84198 -2.03844 1.53381
H -1.56273 1.47422 -1.72306
H -2.07792 0.43154 -0.36060
H -0.54075 0.18429 1.32199
H 1.26076 0.44316 1.18676
H 1.59930 -1.37061 -0.19555
H -0.11026 -1.82132 -0.24574
```

***

# 6
This record from OMol25 describes a single C3H6FOP molecule. The level of theory is the ωB97M-V functional and the def2-TZVPD basis.

Values from the calculation:
Lowest unoccupied orbital energy (hartree): 0.024
2S+1: 1
HOMO-LUMO gap (eV): 9.704
SMILES: C=C(F)CPO
Energy relative to the best compared isomer or geometry (same formula, charge and spin) (eV): 0.609
HOMO energy (eV): -9.1

The geometry in XYZ format:
```
12
C3H6FOP | OMol25 | the ωB97M-V functional and the def2-TZVPD basis
C -2.19038 0.14061 -0.58825
C -1.14532 -0.45206 0.03242
F -1.30496 -1.80771 0.25384
C 0.18119 0.05533 0.40981
P 1.55094 -0.53750 -0.68145
O 2.70921 -0.43246 0.42334
H -3.12228 -0.45435 -0.61508
H -2.43020 1.20304 -0.47495
H 0.33677 -0.15447 1.52519
H 0.20548 1.17406 0.39569
H 1.39034 -1.85559 -0.54431
H 3.19634 0.44802 0.41955
```

***

# 7
This record from OMol25 describes 2 unconnected molecules or ions with the total composition C3H6IN2. The level of theory is the ωB97M-V functional and the def2-TZVPD basis.

Values from the calculation:
Lowest unoccupied orbital energy (hartree): -0.194
2S+1: 1
HOMO-LUMO gap (eV): 8.001
Energy relative to the best compared isomer or geometry (same formula, charge and spin) (eV): 2.108
HOMO energy (eV): -13.3
Net charge: +1

The geometry in XYZ format:
```
12
C3H6IN2 | OMol25 | the ωB97M-V functional and the def2-TZVPD basis
C 0.00915 2.47196 0.19225
C 0.22276 1.30416 0.35661
C 0.67675 -0.00515 0.34029
N 1.45317 -0.48846 -0.66442
N 0.26806 -0.88681 1.32198
I -2.32059 -0.94647 -1.72768
H -0.44179 3.38833 0.10249
H 1.54230 0.20356 -1.51062
H 1.45956 -1.47009 -0.87898
H -0.15421 -0.47909 2.16836
H -3.64194 -1.35634 -1.25088
H 0.92676 -1.73561 1.55060
```

***

# 8
This record from OMol25 describes a gas-phase ion, C3H6IN2 (charge +1). The level of theory is the ωB97M-V functional and the def2-TZVPD basis.

Values from the calculation:
Lowest unoccupied orbital energy (hartree): -0.133
2S+1: 1
HOMO-LUMO gap (eV): 9.787
SMILES: I/C=N\[C@H]1C[NH2+]1
Energy relative to the best compared isomer or geometry (same formula, charge and spin) (eV): 2.067
HOMO energy (eV): -13.4
Net charge: +1

The geometry in XYZ format:
```
12
C3H6IN2 | OMol25 | the ωB97M-V functional and the def2-TZVPD basis
I -1.38343 -2.87973 -1.50037
C 0.40854 -2.16204 -0.44370
N 0.74008 -0.98225 -0.03376
C 0.06969 0.26191 -0.27639
C -0.71641 1.00712 0.74314
N 0.58625 1.50128 0.27194
H 1.02982 -3.01667 -0.35356
H -0.41315 0.35239 -1.19930
H -1.61407 1.40670 0.32170
H -0.80601 0.77227 1.80856
H 0.71809 2.37791 -0.20059
H 1.38062 1.36111 0.86235
```